1.
ORCA calculation (ωB97M-V/def2-TZVPD) on 2 unconnected molecules or ions with the total composition C6H13NO.

The geometry in XYZ format:
```
21
Properties=species:S:1:pos:R:3:forces:R:3:mulliken_charge:R:1
C -0.415 0.426 3.361 0.7 1.0 0.1 -1.112
C -0.523 -0.362 2.094 0.3 0.1 -0.2 -0.021
C -0.338 0.130 0.876 -0.6 -0.2 -0.8 -0.597
C -0.481 -0.671 -0.398 0.4 0.3 -0.2 -0.300
C -0.877 0.214 -1.567 -0.1 -0.7 0.2 -0.524
C -0.539 -0.089 -2.816 0.4 0.5 -1.0 -0.114
N -0.653 0.724 -3.956 -0.5 0.6 0.6 -0.506
H 0.543 0.963 3.393 0.1 -0.3 0.0 0.276
H -1.111 1.269 3.412 -0.4 -0.4 0.0 0.274
H -0.471 -0.151 4.278 -0.2 -0.2 -0.1 0.324
H -0.703 -1.431 2.157 -0.2 0.0 0.1 0.337
H -0.150 1.167 0.601 0.2 0.2 0.8 0.395
H 0.520 -1.059 -0.618 -0.2 -0.4 -0.1 0.197
H -1.191 -1.491 -0.287 0.1 -0.2 0.2 0.289
H -1.525 1.052 -1.331 0.1 0.2 -0.2 0.304
H 0.017 -0.971 -3.116 0.1 -0.3 0.7 0.342
H -0.877 0.255 -4.814 0.0 -0.2 -0.1 0.226
H -1.225 1.553 -3.825 0.1 -0.2 -0.1 0.215
O 3.434 -0.402 0.466 0.1 -0.6 1.3 -0.649
H 2.625 -0.183 0.968 0.3 0.0 -0.4 0.320
H 3.938 -0.943 1.122 -0.5 0.6 -0.9 0.325
```
Positions in Å, forces in eV/Å.

Total charge: 0
SMILES string: C/C=C/C/C=C/N.O
2S+1: 1
Strongest force on any atom in eV Å⁻¹: 1.46
E_HOMO in hartree: -0.29585
Energy above the lowest of the compared OMol25 structures with the same formula, charge and spin in kcal per mole: 50.5



2.
ORCA calculation (ωB97M-V/def2-TZVPD) on 4 unconnected molecules or ions with the total composition C2H7NO2.

The geometry in XYZ format:
```
12
Properties=species:S:1:pos:R:3:forces:R:3:mulliken_charge:R:1
C 1.018 0.095 0.299 -0.5 -0.1 -2.0 -0.079
O 0.814 1.486 0.303 -0.1 0.0 0.1 -0.445
O 1.847 -0.311 -0.768 0.3 0.1 -0.3 -0.531
H 1.674 1.922 0.250 0.0 -0.1 0.0 0.303
H 1.344 -0.215 -1.592 0.1 0.0 0.2 0.330
H 1.598 -0.216 1.173 -0.7 -0.3 0.1 0.378
H -1.376 -0.447 1.095 1.5 0.2 0.9 -0.155
C -2.051 -0.535 -0.339 0.7 0.0 -2.2 -0.278
N -1.190 -0.493 -1.154 -1.1 -0.1 0.9 -0.393
H -0.066 -0.334 -0.260 1.7 0.5 1.6 0.285
H -3.117 -0.621 -0.241 0.0 0.0 0.5 0.347
H -0.495 -0.332 1.234 -1.9 -0.3 0.0 0.238
```
Positions in Å, forces in eV/Å.

Total charge: 0
2S+1: 1
Strongest force on any atom in eV Å⁻¹: 2.41
E_HOMO in hartree: -0.36574
Energy above the lowest of the compared OMol25 structures with the same formula, charge and spin in kcal per mole: 134.2



3.
ORCA calculation (ωB97M-V/def2-TZVPD) on a molecular structure, C31H64BBeBr4ClF6MgN7O9S2.

The geometry in XYZ format:
```
127
Properties=species:S:1:pos:R:3:forces:R:3:mulliken_charge:R:1
N 1.818 -4.359 2.550 0.2 0.1 0.1 -0.476
C 3.078 -3.684 2.786 -0.4 -0.2 -0.3 -1.543
C 3.533 -2.660 1.737 0.2 -0.1 0.6 0.463
O 4.869 -2.249 2.087 -0.2 0.2 -0.2 -0.427
C 3.565 -3.173 0.313 0.0 0.2 0.2 -1.571
C 2.837 -2.346 -0.737 -0.5 -0.5 0.0 -1.217
C 1.401 -1.881 -0.369 0.1 0.7 -0.2 1.751
C 0.390 -2.339 -1.414 -0.1 -0.3 1.0 0.694
C 0.339 -3.862 -1.471 0.8 0.1 -0.4 -0.885
O 0.538 -4.314 -2.738 -0.1 0.3 -0.3 -0.690
C 1.342 -0.369 -0.088 -0.2 0.0 0.2 0.137
C -0.008 0.066 0.511 -0.3 -0.4 -0.5 -1.319
C -1.059 0.562 -0.478 -0.1 0.4 -0.2 -0.313
C -2.426 0.849 0.139 0.6 0.1 0.5 -1.064
C -3.147 -0.327 0.783 -0.4 0.6 -0.2 -1.067
N -3.680 -1.269 -0.172 0.3 -0.4 0.1 0.414
C -3.241 -2.543 -0.418 0.0 -0.6 -0.6 0.449
C -4.021 -3.134 -1.375 -0.1 0.4 0.1 0.115
C -4.986 -2.170 -1.739 0.4 0.1 0.4 -0.291
C -4.750 -1.041 -0.984 -0.5 -0.4 -0.8 -0.194
C 1.811 0.482 -1.269 1.0 -0.9 0.2 -1.329
C 2.863 -0.283 -2.080 -0.8 0.8 0.1 -1.278
N 3.662 -1.184 -1.210 0.4 -0.1 -0.3 0.444
C 4.924 -1.572 -1.931 0.2 0.3 -0.3 -0.437
C 4.723 -2.154 -3.328 0.1 -0.3 -0.2 -0.710
O 5.265 -1.288 -4.301 0.1 0.3 0.1 -0.583
H 1.038 -3.722 2.484 -0.2 0.0 0.0 0.154
H 1.851 -5.012 1.781 -0.1 -0.1 -0.1 0.298
H 2.963 -3.159 3.730 0.3 0.1 0.3 0.564
H 3.846 -4.440 2.900 0.2 -0.1 0.0 0.388
H 2.897 -1.783 1.876 -0.3 0.1 -0.4 0.382
H 4.776 -1.921 2.985 0.3 0.1 0.3 0.343
H 3.169 -4.181 0.254 -0.2 -0.2 0.0 0.489
H 4.613 -3.275 0.059 0.2 -0.1 -0.1 0.701
H 2.707 -2.992 -1.601 0.3 0.0 -0.4 0.474
H 1.105 -2.328 0.579 0.2 -0.3 0.2 -0.196
H 0.624 -1.937 -2.390 -0.3 0.0 -0.3 0.167
H -0.586 -2.021 -1.068 -0.2 0.5 -0.4 -1.124
H -0.664 -4.173 -1.072 -0.1 0.1 -1.5 0.487
H 1.088 -4.250 -0.759 0.0 -0.4 0.0 0.236
H 0.625 -5.301 -2.785 0.0 0.0 -0.1 0.686
H 2.078 -0.223 0.704 0.1 0.2 0.2 0.633
H 0.137 0.847 1.252 0.1 0.1 0.2 0.579
H -0.420 -0.802 1.026 0.0 -0.1 0.3 0.071
H -0.703 1.515 -0.865 0.0 0.2 -0.2 0.545
H -1.187 -0.078 -1.347 0.1 -0.3 -0.1 0.385
H -3.067 1.345 -0.582 -0.2 -0.1 -0.2 0.608
H -2.253 1.567 0.943 -0.1 0.2 0.1 0.295
H -2.515 -0.812 1.518 0.1 -0.4 0.0 0.380
H -3.988 0.083 1.334 -0.2 0.0 0.2 0.300
H -2.412 -3.050 0.046 0.1 0.7 0.6 -0.935
H -3.944 -4.132 -1.754 0.1 -0.2 0.0 0.547
H -5.768 -2.328 -2.448 -0.3 0.1 -0.1 0.308
H -5.330 -0.129 -1.038 0.3 0.2 0.4 -0.264
H 1.031 0.721 -1.977 -0.3 0.4 0.1 0.514
H 2.331 1.339 -0.867 -0.5 0.6 0.0 0.145
H 2.334 -0.847 -2.832 0.3 -0.5 -0.2 0.361
H 3.532 0.424 -2.547 0.3 -0.1 -0.2 0.962
H 3.951 -0.633 -0.400 0.0 0.0 0.1 0.601
H 5.544 -2.226 -1.337 -0.2 -0.2 0.4 0.465
H 5.480 -0.650 -2.056 0.1 0.2 0.0 0.536
H 5.266 -3.091 -3.375 0.1 -0.2 0.0 0.364
H 3.691 -2.399 -3.562 -0.2 -0.1 0.2 0.451
H 4.592 -1.020 -4.926 -0.1 0.0 -0.2 0.345
C -5.364 -4.667 -3.951 0.7 0.1 -0.8 -0.357
O -6.101 -4.784 -2.836 -2.7 0.5 -1.2 -0.641
H -4.667 -3.810 -4.069 -0.4 0.2 0.3 0.290
H -4.758 -5.527 -4.298 -0.5 -0.2 0.2 0.387
H -6.077 -4.474 -4.864 -0.3 0.2 -1.2 0.146
C 8.862 -1.592 3.488 -0.1 0.0 -0.1 0.531
O 10.025 -1.611 3.835 0.0 0.0 0.0 -0.643
N 8.237 -2.673 2.922 0.0 0.1 0.0 -0.296
N 8.069 -0.476 3.632 0.1 -0.1 0.0 -0.269
H 7.277 -2.667 2.634 0.0 0.0 -0.1 0.198
H 8.783 -3.504 2.796 0.0 0.0 0.0 0.181
H 8.490 0.336 4.042 0.0 0.0 0.0 0.177
H 7.110 -0.441 3.347 0.0 0.0 0.0 0.142
N 5.536 4.257 -0.949 -0.8 0.4 -0.9 -0.020
S 5.823 5.086 -2.224 3.2 -0.4 1.7 1.088
O 4.595 5.839 -2.812 -0.2 2.0 0.6 -0.251
O 6.714 4.558 -3.175 -1.1 -0.2 -1.0 -0.493
F 6.626 6.227 -1.582 -0.3 0.2 0.1 -0.185
S 4.665 2.950 -1.147 -1.4 -1.3 0.0 1.204
O 4.198 2.424 0.086 0.5 0.3 0.4 -0.574
O 5.140 2.027 -2.122 0.4 0.3 -0.1 -0.549
F 3.342 3.539 -1.807 0.2 0.2 -0.1 -0.309
C -8.301 4.597 -0.415 0.1 -0.4 -0.1 -0.900
C -8.580 4.938 1.045 -0.3 -0.1 -0.4 -0.524
C -7.409 5.207 1.962 -0.3 0.1 0.1 -0.637
N -6.442 4.076 2.196 0.5 -0.2 0.4 0.559
C -7.157 2.787 2.418 -0.3 0.1 -0.2 -1.183
C -5.431 3.960 1.078 0.1 0.4 -0.2 -0.372
C -4.350 4.958 1.437 0.0 0.0 0.2 -0.842
C -4.195 4.769 2.946 0.1 0.1 0.0 -0.551
C -5.599 4.394 3.432 0.2 0.1 0.0 -0.525
H -7.896 3.560 -0.575 -0.4 1.3 0.3 -0.112
H -9.242 4.639 -0.965 0.0 0.1 0.0 0.398
H -7.617 5.321 -0.869 0.0 0.0 0.0 0.296
H -9.226 4.168 1.474 0.0 0.0 0.1 0.323
H -9.169 5.859 1.077 0.0 0.0 0.1 0.420
H -7.814 5.458 2.942 0.1 0.0 0.1 0.383
H -6.823 6.058 1.616 0.1 0.0 0.0 0.356
H -7.658 2.493 1.497 0.1 -0.1 0.0 0.329
H -7.867 2.925 3.232 0.0 0.0 0.0 0.397
H -6.422 2.031 2.680 0.0 0.0 0.0 0.399
H -5.053 2.940 1.084 -0.1 0.0 -0.1 0.130
H -5.907 4.157 0.123 -0.1 -0.3 0.0 0.302
H -4.666 5.976 1.205 0.0 0.0 0.0 0.316
H -3.427 4.771 0.894 0.0 0.0 -0.1 0.461
H -3.815 5.659 3.440 -0.1 0.0 0.1 0.349
H -3.498 3.960 3.163 0.0 0.0 -0.1 0.294
H -6.076 5.200 3.979 -0.1 0.0 0.0 0.310
H -5.578 3.508 4.057 -0.1 0.0 0.0 0.362
Be -7.625 -4.293 -4.264 3.3 -0.9 2.5 0.437
B 1.452 -7.287 -1.894 0.4 0.0 0.6 0.350
F 2.585 -6.456 -1.741 0.0 0.3 -0.1 -0.325
F 1.797 -8.593 -2.054 0.0 -0.2 -0.2 -0.307
F 0.653 -7.104 -0.735 -0.4 0.4 0.4 -0.362
F 0.686 -6.802 -2.993 -0.1 -0.1 -0.3 -0.393
Br -6.931 1.692 -0.975 0.4 -0.7 -0.1 -0.648
Mg -0.968 -4.454 0.596 -0.1 -1.1 1.6 0.278
Cl 4.364 7.478 -2.067 -0.4 -1.7 -0.9 0.168
C 6.918 5.615 2.640 0.0 0.0 0.1 -0.340
Br 5.625 6.406 1.452 -0.1 0.1 0.2 -0.016
Br 6.232 5.465 4.425 0.0 0.0 0.0 -0.013
Br 7.564 3.928 1.984 0.0 0.0 0.0 -0.027
H 7.764 6.284 2.677 0.0 0.0 0.0 0.382
```
Positions in Å, forces in eV/Å.

Total charge: +1
2S+1: 1
Strongest force on any atom in eV Å⁻¹: 4.25
E_HOMO in hartree: -0.29431



Kohn-Sham gap / hartree: 0.330 0.387 0.062
DFT total energy / hartree: -366.353437 -285.457899 -14671.099541